Entry 1
Computed, not measured: C2H6N4OS as an isolated structure, with ωB97M-V/def2-TZVPD.

Computed properties:
- HOMO-LUMO gap (eV) = 9.5
- E_HOMO (eV) = -9.132
- E_LUMO (eV) = 0.3

```
! RIJCOSX wB97M-V def2-TZVPD def2/J DEFGRID3
* xyz 0 1
C -0.675 0.610 -1.160
C 1.840 -0.536 1.023
H -2.874 0.571 0.503
H -0.818 -0.759 0.655
H -2.143 1.146 -2.272
H 1.534 1.546 0.530
H 2.320 -0.063 2.072
H 1.509 -2.307 1.705
N -1.258 -0.058 0.004
N -1.138 1.185 -2.151
N 1.807 0.446 -0.024
N 1.530 -1.848 0.707
O -2.613 -0.294 -0.068
S 0.979 0.361 -1.524
*
```

***

Entry 2
Computed, not measured: the molecule C2H6N4OS, with ωB97M-V/def2-TZVPD.

Computed properties:
- HOMO-LUMO gap (eV) = 8.4
- E_HOMO (eV) = -8.223
- E_LUMO (eV) = 0.2

```
! RIJCOSX wB97M-V def2-TZVPD def2/J DEFGRID3
* xyz 0 1
N -0.405 -1.368 2.368
N -0.113 -1.128 1.064
C -0.391 0.044 0.685
N -0.845 1.065 1.427
C 0.156 0.358 -0.709
S 0.068 1.891 -1.360
N 0.512 -0.679 -1.490
O 0.897 -1.880 -1.023
H 0.209 -0.858 2.967
H -0.064 -2.329 2.596
H -1.249 0.807 2.513
H -1.217 1.933 1.030
H 0.952 -0.439 -2.446
H 0.470 -1.967 -0.156
*
```

***

List of relative energies, unit kJ/mol: entry 1 202.9; entry 2 0.0

***

Entry 1
Computed, not measured: the molecule C3H10N2O2Si, with ωB97M-V/def2-TZVPD.

Computed properties:
- HOMO-LUMO gap (eV) = 8.9
- E_HOMO (eV) = -8.210
- E_LUMO (eV) = 0.7

```
! RIJCOSX wB97M-V def2-TZVPD def2/J DEFGRID3
* xyz 0 1
N 2.695 -0.319 0.617
C 1.776 0.463 -0.310
C 0.339 0.029 -0.291
N -0.031 -1.309 -0.402
C -0.580 0.972 -0.127
O -0.280 2.332 0.188
O -1.861 0.680 -0.001
Si -2.777 -0.658 0.165
H 3.656 -0.412 0.367
H 2.642 0.002 1.569
H 2.298 0.175 -1.363
H 1.924 1.595 -0.209
H 0.761 -1.713 -0.879
H -0.069 -1.801 0.478
H -0.948 2.709 -0.346
H -4.010 0.199 0.796
H -2.856 -1.075 -1.185
H -2.680 -1.870 0.933
*
```

***

Entry 2
Computed, not measured: a 2-piece molecular cluster, C3H10N2O2Si overall, with ωB97M-V/def2-TZVPD.

Computed properties:
- HOMO-LUMO gap (eV) = 7.3
- E_HOMO (eV) = -6.743
- E_LUMO (eV) = 0.6

```
! RIJCOSX wB97M-V def2-TZVPD def2/J DEFGRID3
* xyz 0 1
C 3.648 -0.142 0.343
C -0.296 0.595 -1.019
C -0.577 -0.250 0.189
N -0.001 1.957 -0.518
N -1.679 0.514 0.913
O 4.072 -1.065 -0.178
O 3.229 0.793 0.853
Si -0.769 -2.064 0.137
H 0.530 0.153 -1.589
H -1.155 0.714 -1.704
H 0.851 1.915 0.036
H 0.172 2.591 -1.292
H -2.611 0.442 0.488
H -1.717 0.204 1.881
H -1.331 1.484 0.808
H -1.122 -2.395 1.541
H -1.775 -2.814 -0.660
H 0.531 -2.633 -0.229
*
```

***

List of relative energies, unit kJ/mol: entry 1 0.0; entry 2 31.0

***

Entry 1
Computed, not measured: a 2-piece molecular cluster, C9H16N2O2 overall, with ωB97M-V/def2-TZVPD.

Computed properties:
- HOMO-LUMO gap (eV) = 10.0
- E_HOMO (eV) = -9.723
- E_LUMO (eV) = 0.2

```
! RIJCOSX wB97M-V def2-TZVPD def2/J DEFGRID3
* xyz 0 1
O 1.805 2.341 -1.255
C 2.020 1.314 -0.603
C 2.555 1.238 0.720
C 2.931 0.088 1.310
N 2.567 -1.101 0.693
C 2.176 -1.171 -0.592
O 2.238 -2.205 -1.225
N 1.795 0.078 -1.189
H 2.960 2.153 1.212
H 3.387 -0.141 2.333
H 2.703 -1.973 1.077
H 1.527 -0.020 -2.140
C -2.217 1.283 0.607
C -1.691 -0.010 -0.003
C -2.832 -1.139 -0.148
C -0.509 -0.495 0.885
C -1.168 0.243 -1.397
H -3.042 1.643 0.033
H -2.586 1.189 1.659
H -1.444 2.005 0.528
H -2.328 -2.223 -0.179
H -3.562 -1.091 0.818
H -3.331 -0.996 -1.310
H 0.005 -1.348 0.507
H -0.995 -0.858 1.847
H 0.111 0.405 1.046
H -0.077 0.738 -1.416
H -1.132 -0.818 -1.944
H -1.867 0.871 -1.871
*
```

***

Entry 2
Computed, not measured: a 2-piece molecular cluster, C9H16N2O2 overall, with ωB97M-V/def2-TZVPD.

Computed properties:
- HOMO-LUMO gap (eV) = 10.1
- E_HOMO (eV) = -9.563
- E_LUMO (eV) = 0.5

```
! RIJCOSX wB97M-V def2-TZVPD def2/J DEFGRID3
* xyz 0 1
O 1.537 -2.530 -0.551
C 2.027 -1.449 -0.325
C 3.418 -1.185 0.056
C 3.836 0.043 0.335
N 2.985 1.113 0.142
C 1.621 1.003 -0.147
O 0.895 1.984 -0.160
N 1.200 -0.276 -0.404
H 4.112 -2.003 0.101
H 4.878 0.278 0.611
H 3.256 2.024 0.430
H 0.224 -0.326 -0.665
C -2.466 -2.367 0.012
C -1.715 -1.174 0.635
C -1.855 0.016 -0.314
C -1.308 1.274 0.359
C -1.291 2.560 -0.457
H -3.501 -2.112 -0.057
H -1.981 -2.683 -0.922
H -2.403 -3.177 0.726
H -0.742 -1.335 0.860
H -2.116 -0.749 1.611
H -1.323 -0.213 -1.275
H -2.869 0.131 -0.675
H -0.300 1.004 0.651
H -1.973 1.461 1.220
H -2.325 2.921 -0.385
H -0.801 3.282 0.179
H -1.021 2.489 -1.591
*
```

***

List of relative energies, unit kJ/mol: entry 1 15.3; entry 2 0.0

***

Entry 1
Computed, not measured: an isolated ion of composition C3H8N2O and charge -1, with ωB97M-V/def2-TZVPD.

Computed properties:
- HOMO-LUMO gap (spin up / spin down) (eV) = 3.3 / 9.6
- E_HOMO (spin up / spin down) (eV) = 1.095 / -5.402
- ⟨S²⟩ = 0.7506
- E_LUMO (spin up / spin down) (eV) = 4.4 / 4.2

```
! RIJCOSX wB97M-V def2-TZVPD def2/J DEFGRID3
* xyz -1 2
N 0.049 1.514 0.127
C -0.211 0.159 -0.360
C 0.611 -0.103 -1.625
C 0.008 -0.945 0.646
N -0.560 -0.758 1.893
O 0.559 -1.991 0.346
H -0.385 1.678 1.040
H -0.461 2.154 -0.495
H -1.269 0.062 -0.676
H 1.660 0.087 -1.380
H 0.477 -1.135 -1.927
H 0.310 0.606 -2.393
H -0.300 -1.499 2.527
H -0.489 0.171 2.277
*
```

***

Entry 2
Computed, not measured: a 2-piece molecular cluster, C3H8N2O overall, with ωB97M-V/def2-TZVPD.

Computed properties:
- HOMO-LUMO gap (spin up / spin down) (eV) = 3.5 / 6.0
- E_HOMO (spin up / spin down) (eV) = 0.461 / -2.143
- ⟨S²⟩ = 0.7547
- E_LUMO (spin up / spin down) (eV) = 3.9 / 3.9

```
! RIJCOSX wB97M-V def2-TZVPD def2/J DEFGRID3
* xyz -1 2
C -2.568 -0.072 0.722
C -1.229 -0.268 0.425
O -0.863 -0.550 -0.942
H -3.351 -0.673 0.241
H -2.931 0.567 1.531
H -0.458 -0.611 1.110
H -1.182 0.207 -1.450
N 1.748 -0.684 0.057
C 2.128 0.617 -0.249
N 1.469 1.564 -0.749
H 1.103 -1.128 -0.589
H 2.466 -1.263 0.448
H 3.194 0.737 -0.003
H 0.474 1.556 -0.553
*
```

***

List of relative energies, unit kJ/mol: entry 1 0.0; entry 2 253.2